(1)
Here is a structure of composition C4H11CdClNO2Ru from OMol25. Energies are from the ωB97M-V functional and the def2-TZVPD basis.

Each line ends with the Mulliken charge.
Element x y z (Å)
Ru -0.400 -1.931 0.705  0.69
Cl 1.612 -2.647 -0.060  -0.59
C 0.436 -2.144 2.526  -1.43
H -0.210 -1.684 3.288  0.35
H 1.440 -1.702 2.580  0.32
H 0.497 -3.226 2.712  0.31
Cd 0.328 1.920 -1.675  0.50
C -1.676 2.020 -2.379  -1.07
C 2.417 2.059 -1.262  -1.11
C 0.203 -0.077 0.598  -0.95
H 2.569 2.692 -0.378  0.27
H 2.778 1.042 -1.062  0.21
H 2.924 2.493 -2.134  0.30
H -2.256 2.635 -1.678  0.24
H -1.677 2.481 -3.377  0.27
H -2.107 1.011 -2.431  0.23
H 1.273 0.175 0.631  0.27
H -0.476 0.751 0.865  0.36
O -3.419 -1.426 1.329  -0.74
N -2.262 -1.707 1.038  0.13
O -1.993 -2.737 0.165  -0.58

Atomic forces in eV per Å
3.881 2.106 -2.496
1.473 -0.828 -1.256
0.740 -0.453 3.426
0.103 -0.072 0.120
-0.175 -0.080 0.047
0.163 -0.081 0.289
-0.029 -0.815 0.598
0.000 0.134 -0.168
0.000 0.152 -0.233
0.066 1.616 -0.306
0.113 -0.150 -0.189
-0.055 0.330 -0.053
0.196 -0.067 0.287
-0.016 -0.162 -0.265
-0.268 -0.056 0.180
0.119 0.311 0.075
-0.290 -0.012 0.305
0.204 -0.085 -0.074
-2.386 0.961 0.677
-0.656 0.031 0.290
-3.182 -2.781 -1.252

- multiplicity = 6
- charge = -2
- orbital gap (alpha / beta) (eV) = 2.761 / 6.279
- E (Eh) = -1086.6774
- HOMO (alpha / beta) (eV) = 2.975 / -0.614
- energy above the lowest of the compared OMol25 structures with the same formula, charge and spin (kcal per mole) = 19.2
- LUMO energy (alpha / beta) (eV) = 5.7 / 5.7

=====

(2)
Here is a structure of composition C4H11Cl4N2O5Sn from OMol25. Energies are from the ωB97M-V functional and the def2-TZVPD basis.

Each line ends with the Mulliken charge.
Element x y z (Å)
Sn -12.883 -21.201 -8.174  1.44
O -14.531 -22.732 -10.028  -0.49
H -14.337 -23.563 -10.504  -0.21
C -12.466 -24.953 -10.711  -0.85
N -11.703 -23.773 -11.279  0.92
O -11.360 -22.911 -10.412  -0.57
O -11.355 -23.832 -12.432  -0.40
H -13.471 -24.751 -11.083  0.52
H -12.426 -24.971 -9.622  0.25
H -12.015 -25.861 -11.110  0.32
C -16.439 -24.255 -8.152  -0.41
N -15.239 -24.380 -7.243  0.92
O -14.765 -23.344 -6.808  -0.60
O -14.724 -25.466 -7.122  -0.49
H -16.039 -24.760 -9.032  0.23
H -16.654 -23.205 -8.347  0.08
H -17.262 -24.821 -7.714  0.31
C -14.068 -21.869 -13.626  0.04
Cl -14.604 -20.650 -14.907  -0.17
Cl -13.346 -23.268 -14.427  -0.14
H -13.315 -21.368 -13.018  0.23
H -14.930 -22.093 -12.997  0.04
C -16.773 -20.771 -10.796  0.06
Cl -17.624 -19.463 -11.550  -0.14
Cl -16.904 -20.622 -9.074  -0.17
H -17.070 -21.715 -11.253  0.25
H -15.707 -20.656 -10.991  0.02

Atomic forces in eV per Å
-1.983 -2.775 -2.271
0.736 1.269 1.231
0.318 0.948 0.718
0.079 0.371 -0.449
1.385 -0.603 1.719
-0.497 -0.305 -1.584
-0.293 0.762 1.496
0.152 -0.899 -0.081
0.008 0.362 -0.272
-0.266 0.204 -0.247
0.461 -0.491 0.130
-0.031 -0.328 -1.085
0.666 1.024 0.510
-0.379 0.451 0.204
-0.554 0.125 -0.131
0.121 -0.315 0.216
0.119 0.089 -0.020
-0.062 1.159 -0.856
0.262 -0.784 1.087
-0.537 0.142 0.265
0.010 -0.120 -0.243
0.078 -0.345 -0.405
1.315 0.084 -1.142
-0.439 0.466 -0.563
-0.112 -0.428 1.268
-0.345 -0.012 0.702
-0.211 -0.050 -0.198

- multiplicity = 1
- charge = +1
- orbital gap (eV) = 5.683
- E (Eh) = -2699.1755
- HOMO (eV) = -13.085
- energy above the lowest of the compared OMol25 structures with the same formula, charge and spin (kcal per mole) = 34.3
- LUMO energy (eV) = -7.4